[1]
Below is a 11-piece molecular cluster, C44H64N8O3 overall at a distorted geometry, with properties calculated with ωB97M-V/def2-TZVPD.

Output
- HOMO (eV) = -7.78
- max |F| (eV Å⁻¹) = 3.76
- gap between HOMO and LUMO (Eh) = 0.29853
- SMILES string = c1cc[nH]c1.c1cc[nH]c1.c1cc[nH]c1.c1cc[nH]c1.c1cc[nH]c1.c1cc[nH]c1.c1cc[nH]c1.c1cc[nH]c1.C1CCOC1.C1CCOC1.C1CCOC1

```
119
Properties=species:S:1:pos:R:3:lowdin_charge:R:1
C 16.59870 22.80898 -3.49679 -0.153
C 16.16301 21.61654 -3.97837 -0.125
C 17.04831 21.26656 -4.96503 -0.133
N 18.04687 22.17417 -4.93815 0.004
C 17.70678 23.25151 -4.16224 -0.103
H 16.02116 23.22362 -2.68383 0.104
H 15.28626 21.07136 -3.66140 0.077
H 17.11752 20.51670 -5.73919 0.097
H 18.74157 22.25184 -5.66717 0.146
H 18.41861 24.03553 -3.95009 0.109
C 17.12036 15.06478 -9.34143 -0.140
C 16.23178 14.22858 -10.00437 -0.120
C 14.89557 14.70867 -9.71702 -0.088
N 15.05615 15.92629 -9.03286 0.000
C 16.40086 16.16065 -8.76575 -0.117
H 18.19603 14.99707 -9.41020 0.082
H 16.50404 13.29013 -10.46437 0.082
H 13.89750 14.43045 -10.02172 0.085
H 14.35365 16.54301 -8.65046 0.071
H 16.65416 16.93574 -8.05760 0.094
C 17.13871 21.89153 -8.83326 -0.120
C 16.46595 21.28488 -9.95268 -0.098
C 16.55123 22.21916 -11.02719 -0.110
N 17.31979 23.30118 -10.59775 0.010
C 17.71554 23.06141 -9.30911 -0.146
H 17.22701 21.36751 -7.89304 0.069
H 15.97079 20.32616 -9.99804 0.095
H 16.10787 22.11559 -12.00653 0.103
H 17.54965 24.12588 -11.13360 0.149
H 18.39500 23.80056 -8.91112 0.107
C 16.94366 16.52688 -4.25895 -0.107
C 16.45951 16.35743 -2.93476 -0.085
C 16.35787 14.95840 -2.75088 -0.133
N 16.71155 14.32650 -3.90785 0.009
C 17.11683 15.23173 -4.81802 -0.131
H 17.14938 17.45982 -4.76265 0.077
H 16.26175 17.10277 -2.17861 0.073
H 16.13684 14.33563 -1.89664 0.110
H 16.48171 13.34785 -4.00537 0.141
H 17.34340 15.03842 -5.85613 0.098
C 11.81857 22.68953 -8.76812 -0.105
C 12.16343 23.01291 -7.48053 -0.132
C 13.52088 23.09957 -7.43423 -0.165
N 14.07875 22.86057 -8.66064 0.045
C 13.02859 22.74157 -9.50146 -0.136
H 10.86034 22.67522 -9.26612 0.092
H 11.62292 23.24702 -6.57530 0.089
H 14.27780 23.38132 -6.71724 0.102
H 15.06046 22.88116 -8.89715 0.092
H 13.25880 22.63026 -10.55074 0.103
C 9.31306 18.40779 -6.48990 -0.113
C 9.16643 18.08336 -5.11011 -0.126
C 9.83857 19.00189 -4.29577 -0.110
N 10.17520 19.98128 -5.20869 -0.002
C 9.77541 19.68723 -6.51306 -0.129
H 8.83418 17.82760 -7.26479 0.093
H 8.66700 17.23478 -4.66640 0.082
H 10.12002 19.03414 -3.25358 0.098
H 10.58215 20.85152 -4.89698 0.069
H 9.98375 20.44568 -7.25318 0.101
C 10.08687 16.82794 -11.95166 -0.109
C 9.67281 17.93597 -11.21995 -0.168
C 10.60441 18.28386 -10.33991 -0.140
N 11.71549 17.38636 -10.43467 0.043
C 11.41781 16.51811 -11.52816 -0.091
H 9.50427 16.33195 -12.71389 0.086
H 8.81528 18.55297 -11.44427 0.100
H 10.55591 19.10066 -9.63503 0.092
H 12.56223 17.40611 -9.88445 0.103
H 12.08107 15.75624 -11.91033 0.088
C 12.54627 22.03296 -3.78795 -0.142
C 11.22331 22.36476 -3.49642 -0.094
C 11.10734 23.80281 -3.71488 -0.080
N 12.35426 24.14265 -4.04917 -0.022
C 13.25887 23.16964 -4.12367 -0.137
H 12.99856 21.05395 -3.84601 0.068
H 10.42197 21.70194 -3.20498 0.083
H 10.37848 24.57300 -3.51005 0.110
H 12.62243 25.10441 -4.20152 0.162
H 14.24939 23.23201 -4.54956 0.089
C 13.09653 13.46963 -4.48469 -0.195
C 12.12119 14.12535 -3.52033 -0.138
C 12.85659 13.97003 -2.17110 -0.198
O 13.58438 12.77330 -2.31849 -0.142
C 13.68087 12.36852 -3.68073 -0.224
H 13.86354 14.14675 -4.86060 0.098
H 12.62282 13.07374 -5.38300 0.118
H 11.23801 13.48660 -3.51230 0.113
H 11.80603 15.15528 -3.68772 0.107
H 12.15414 13.79139 -1.35699 0.120
H 13.54351 14.78779 -1.95319 0.093
H 12.92736 11.58584 -3.76859 0.115
H 14.57637 11.90239 -4.09169 0.115
C 13.74788 19.87761 -6.51574 -0.122
C 14.38297 18.73448 -5.69793 -0.149
C 13.96335 17.45340 -6.37108 -0.115
O 13.79818 17.92783 -7.78373 -0.193
C 13.18627 19.16975 -7.72522 -0.240
H 14.54606 20.43653 -7.00424 0.093
H 13.12650 20.55969 -5.93543 0.083
H 14.16431 18.71596 -4.63025 0.103
H 15.46607 18.78488 -5.80953 0.082
H 13.02132 17.03296 -6.01906 0.123
H 14.67626 16.63960 -6.23841 0.101
H 12.11638 18.96639 -7.77058 0.089
H 13.14819 19.77972 -8.62776 0.117
C 13.42163 18.24203 -1.11386 -0.170
C 14.23369 19.43910 -1.61491 -0.190
C 15.03918 19.91124 -0.39841 -0.168
O 14.14391 19.61369 0.68876 -0.137
C 13.04411 18.81432 0.18227 -0.220
H 13.86400 17.24845 -1.04178 0.106
H 12.57275 18.18998 -1.79560 0.109
H 13.57460 20.19235 -2.04656 0.087
H 14.99282 19.15049 -2.34191 0.083
H 15.20617 20.98832 -0.41018 0.119
H 15.93664 19.29658 -0.32864 0.116
H 12.24443 19.53296 0.00295 0.115
H 12.59808 18.14171 0.91491 0.123
```

***

[2]
Below is a 8-piece molecular cluster, C44H65F5O17PS overall at a distorted geometry, with properties calculated with ωB97M-V/def2-TZVPD.

Output
- HOMO (eV) = -11.29
- max |F| (eV Å⁻¹) = 3.00
- gap between HOMO and LUMO (Eh) = 0.31595
- charge = +1

```
133
Properties=species:S:1:pos:R:3:lowdin_charge:R:1
C 0.21237 0.17289 8.22617 -0.105
C -0.08264 -0.91266 7.15253 -0.252
C 1.03693 -1.97423 7.17355 -0.191
C 1.34357 -2.68002 5.82639 -0.199
C 1.44697 -1.72644 4.61816 -0.188
C 0.12275 -1.64264 3.81321 -0.247
C 0.33463 -1.34115 2.32426 -0.308
S 0.68304 0.42237 2.01777 1.249
C -0.45522 0.91646 0.67617 -0.319
P -1.78911 2.05278 1.21932 0.395
O -2.12688 2.87741 0.07010 -0.235
O -3.09621 1.21519 1.64817 -0.094
O -1.34179 3.02258 2.43511 -0.119
C 2.39824 0.52414 1.34492 -0.605
F 2.41982 0.31481 0.01186 0.102
F 3.08029 -0.51511 1.88522 0.079
C 3.12562 1.79499 1.71803 -0.158
C 4.50840 1.72239 1.77414 -0.003
C 5.25477 2.81561 2.12662 -0.020
C 4.62159 4.02017 2.39501 0.021
C 3.25338 4.08744 2.30668 -0.097
C 2.59817 5.42820 2.61567 -0.570
F 1.45416 5.56957 1.93477 0.156
F 3.43916 6.43367 2.32700 0.148
F 2.32858 5.55040 3.93277 0.147
C 2.49583 2.98863 1.98775 0.031
H -0.66990 0.81266 8.34481 0.059
H 1.03299 0.79258 7.83785 0.069
H 0.52784 -0.26471 9.17739 0.074
H -1.04650 -1.38205 7.36392 0.086
H -0.17395 -0.37270 6.20322 0.079
H 0.71115 -2.75461 7.87680 0.114
H 1.97528 -1.57430 7.57803 0.110
H 2.34125 -3.13706 5.93838 0.082
H 0.67431 -3.52611 5.61751 0.112
H 1.67366 -0.71564 4.99059 0.116
H 2.23235 -2.10628 3.95300 0.091
H -0.32486 -2.64427 3.85255 0.106
H -0.60986 -0.95570 4.24783 0.098
H 1.11216 -2.01000 1.93765 0.094
H -0.57283 -1.59525 1.76028 0.107
H 0.09033 1.41003 -0.13245 0.060
H -0.94250 0.00743 0.30178 0.091
H -3.54124 1.65719 2.38967 0.094
H -1.78155 2.72837 3.25277 0.076
H 5.01011 0.78931 1.53439 0.135
H 6.33348 2.71454 2.18648 0.126
H 5.23825 4.86996 2.66831 0.138
H 1.41090 3.08077 1.93101 0.114
O -2.26480 -2.79920 5.31185 0.103
C -2.91669 -3.42341 6.10380 -0.470
O -2.81491 -3.25136 7.43767 0.025
C -3.63847 -4.21465 8.12281 -0.142
C -4.68326 -4.63727 7.10420 -0.151
C -3.91408 -4.52002 5.79273 -0.071
H -3.00625 -5.04600 8.44135 0.130
H -4.07927 -3.75207 9.00256 0.128
H -5.09077 -5.62862 7.29225 0.119
H -5.51231 -3.92781 7.10720 0.122
H -3.36892 -5.43491 5.55418 0.133
H -4.55780 -4.23558 4.96472 0.127
O 1.44100 1.45491 -5.99052 0.113
C 1.61599 1.74921 -4.84292 -0.469
O 2.84337 1.85972 -4.27009 0.037
C 2.69040 2.09917 -2.86188 -0.157
C 1.29417 2.67972 -2.69594 -0.141
C 0.53529 1.99069 -3.81793 -0.067
H 2.80934 1.14793 -2.33841 0.111
H 3.46360 2.78710 -2.52360 0.126
H 0.87039 2.51015 -1.70615 0.087
H 1.31610 3.75718 -2.86838 0.125
H 0.13043 1.02235 -3.51720 0.093
H -0.25357 2.61805 -4.22437 0.139
O -1.13412 -0.49576 -3.43357 0.069
C -1.19708 -1.14574 -4.44534 -0.476
O -0.77065 -2.42181 -4.53804 0.032
C -0.87040 -2.86432 -5.91182 -0.139
C -1.90114 -1.94940 -6.54909 -0.144
C -1.69441 -0.65429 -5.78425 -0.064
H 0.11384 -2.76816 -6.37470 0.129
H -1.16894 -3.90994 -5.93715 0.124
H -1.78135 -1.84823 -7.62521 0.098
H -2.90542 -2.33251 -6.35753 0.125
H -0.91948 -0.03299 -6.23966 0.126
H -2.61569 -0.08916 -5.67341 0.135
O -4.04759 1.44568 6.62729 0.130
C -3.84836 2.61661 6.51235 -0.487
O -3.72989 3.23131 5.29934 -0.007
C -3.38339 4.62005 5.49035 -0.158
C -3.83766 4.95294 6.90168 -0.149
C -3.64693 3.62244 7.62472 -0.069
H -2.30303 4.72972 5.36553 0.124
H -3.88766 5.22435 4.73944 0.128
H -3.28660 5.77991 7.34488 0.121
H -4.89573 5.21885 6.89694 0.123
H -2.63543 3.51306 8.01919 0.132
H -4.37917 3.47681 8.41363 0.131
O 3.18968 -4.34256 4.74023 0.100
C 3.10543 -5.10505 3.81946 -0.455
O 3.56214 -6.37401 3.86419 0.046
C 3.41522 -6.99847 2.57580 -0.145
C 2.32653 -6.20525 1.87221 -0.150
C 2.53172 -4.80805 2.44658 -0.074
H 4.37286 -6.94546 2.05408 0.130
H 3.14604 -8.04334 2.70948 0.129
H 2.39195 -6.25304 0.78677 0.119
H 1.34510 -6.58181 2.16581 0.122
H 3.26404 -4.23348 1.87537 0.135
H 1.59583 -4.25880 2.52811 0.107
O -2.58273 0.47684 -9.22390 0.113
C -2.12782 -0.10620 -10.16583 -0.479
O -1.77253 -1.41619 -10.11815 0.005
C -1.15784 -1.80027 -11.36296 -0.149
C -1.65606 -0.78755 -12.38139 -0.142
C -1.81906 0.46882 -11.53141 -0.065
H -0.07321 -1.76572 -11.23957 0.127
H -1.45181 -2.81775 -11.61193 0.123
H -0.98387 -0.66400 -13.22821 0.121
H -2.62876 -1.09817 -12.76719 0.119
H -0.89337 1.04521 -11.47151 0.094
H -2.63381 1.09682 -11.88041 0.135
O 0.07926 2.99974 -12.30438 0.117
C 0.64686 2.96086 -11.25214 -0.498
O 1.34150 1.87827 -10.82414 0.013
C 1.81201 2.09671 -9.47996 -0.149
C 1.83335 3.60512 -9.30520 -0.151
C 0.67311 4.04513 -10.19316 -0.066
H 1.12257 1.60883 -8.78840 0.116
H 2.79809 1.65266 -9.36423 0.127
H 1.74005 3.91790 -8.26681 0.113
H 2.76888 4.01065 -9.69535 0.119
H -0.27740 4.03550 -9.65742 0.134
H 0.84612 5.01981 -10.64108 0.126
```